{
  "formula": "C42H55N7OPbS2SbSi",
  "method": "the ωB97M-V functional and the def2-TZVPD basis",
  "total_charge": 3,
  "total_energy_ha": -3610.15864,
  "de_lowest_kcal_mol": 5.33,
  "homo_lumo_gap_ev": 7.5,
  "symbols": ["Pb", "N", "C", "C", "N", "C", "C", "N", "C", "C", "N", "H", "H", "H", "H", "H", "H", "C", "Si", "C", "C", "C", "C", "C", "C", "C", "H", "H", "H", "H", "H", "H", "H", "H", "H", "H", "H", "C", "C", "C", "C", "C", "C", "C", "Sb", "C", "C", "C", "C", "C", "C", "C", "C", "C", "C", "C", "C", "C", "C", "H", "H", "H", "H", "H", "H", "H", "H", "H", "H", "H", "H", "H", "H", "H", "H", "H", "H", "H", "H", "H", "N", "C", "C", "N", "C", "C", "H", "H", "H", "H", "H", "H", "H", "H", "H", "H", "H", "S", "C", "N", "C", "S", "C", "O", "H", "H", "H", "H", "H", "H"],
  "coordinates": [[-0.160, -0.544, 0.400], [-4.318, -0.212, 2.617], [-4.401, 1.124, 2.302], [-3.242, 1.427, 1.657], [-2.452, 0.301, 1.581], [-3.131, -0.666, 2.162], [-2.614, -2.032, 2.222], [-1.454, -2.364, 1.685], [-1.315, -3.726, 1.878], [-2.397, -4.201, 2.546], [-3.214, -3.112, 2.757], [-5.033, -0.730, 3.103], [-5.261, 1.719, 2.552], [-2.933, 2.372, 1.240], [-0.453, -4.266, 1.530], [-2.660, -5.190, 2.876], [-4.099, -3.147, 3.237], [0.880, 5.140, -2.088], [0.054, 4.395, -0.634], [0.737, 4.829, 1.027], [-1.774, 4.235, -0.660], [-2.456, 3.514, -1.647], [-3.841, 3.449, -1.636], [-4.566, 4.119, -0.658], [-3.906, 4.856, 0.316], [-2.518, 4.907, 0.318], [0.621, 6.199, -2.174], [0.558, 4.645, -3.006], [1.964, 5.056, -2.009], [0.552, 5.880, 1.265], [1.820, 4.688, 1.025], [0.289, 4.227, 1.820], [-1.909, 3.021, -2.443], [-4.361, 2.893, -2.406], [-5.648, 4.087, -0.670], [-4.469, 5.401, 1.062], [-2.016, 5.492, 1.081], [2.370, -4.283, 1.329], [2.885, -4.835, 0.022], [3.626, -6.018, 0.059], [4.192, -6.549, -1.086], [4.033, -5.898, -2.303], [3.292, -4.732, -2.360], [2.710, -4.200, -1.207], [1.574, -2.424, -1.531], [0.223, -3.404, -2.873], [-0.667, -4.157, -2.106], [-1.587, -5.009, -2.697], [-1.628, -5.100, -4.080], [-0.759, -4.338, -4.845], [0.180, -3.480, -4.269], [1.074, -2.681, -5.174], [3.160, -1.216, -2.305], [3.022, -0.461, -3.469], [4.079, 0.284, -3.968], [5.289, 0.289, -3.294], [5.412, -0.409, -2.103], [4.362, -1.160, -1.581], [4.585, -1.869, -0.266], [3.206, -3.992, 1.972], [1.800, -5.036, 1.877], [1.737, -3.406, 1.179], [3.767, -6.522, 1.008], [4.765, -7.465, -1.030], [4.483, -6.299, -3.202], [3.176, -4.228, -3.313], [-0.640, -4.091, -1.021], [-2.255, -5.602, -2.086], [-2.327, -5.770, -4.563], [-0.800, -4.413, -5.925], [0.852, -2.889, -6.219], [2.129, -2.902, -5.008], [0.928, -1.614, -5.015], [2.079, -0.427, -3.988], [3.954, 0.857, -4.878], [6.131, 0.844, -3.684], [6.350, -0.375, -1.560], [5.363, -1.357, 0.304], [4.910, -2.899, -0.416], [3.674, -1.909, 0.343], [3.922, 0.327, 4.569], [3.827, 1.343, 3.459], [3.049, 0.734, 2.299], [1.713, 0.266, 2.688], [1.807, -0.689, 3.797], [2.556, -0.138, 5.005], [4.437, 0.714, 5.363], [4.460, -0.479, 4.238], [4.836, 1.632, 3.170], [3.315, 2.212, 3.870], [3.600, -0.121, 1.894], [2.969, 1.469, 1.499], [1.132, 1.055, 2.957], [2.317, -1.583, 3.426], [0.809, -0.989, 4.112], [2.681, -0.886, 5.786], [2.049, 0.728, 5.429], [0.898, 2.241, -0.691], [0.602, 1.850, -2.312], [0.397, 1.588, -3.415], [-3.725, -1.715, -2.195], [-2.567, -0.378, -2.367], [-2.138, -0.624, -4.075], [-1.328, -0.864, -1.600], [-4.571, -1.520, -2.854], [-4.065, -1.739, -1.160], [-3.223, -2.647, -2.461], [-2.985, -0.299, -4.679], [-1.917, -1.680, -4.238], [-1.269, -0.001, -4.283]],
  "lowdin_charge": [1.177, 0.134, -0.034, -0.090, 0.013, -0.292, -0.278, -0.009, -0.108, -0.032, 0.139, 0.171, 0.132, 0.091, 0.091, 0.134, 0.173, -0.172, 0.456, -0.206, -0.301, -0.098, -0.071, -0.063, -0.072, -0.103, 0.059, 0.044, 0.052, 0.055, 0.036, 0.035, 0.088, 0.109, 0.116, 0.116, 0.103, -0.088, -0.315, -0.039, -0.049, -0.053, -0.109, -0.335, 1.495, -0.325, -0.170, -0.084, -0.055, -0.034, -0.300, -0.035, -0.323, -0.145, -0.060, -0.053, -0.042, -0.301, -0.070, 0.083, 0.084, 0.004, 0.122, 0.117, 0.117, 0.095, 0.069, 0.111, 0.117, 0.122, 0.091, 0.081, 0.060, 0.055, 0.117, 0.117, 0.118, 0.081, 0.093, 0.030, 0.070, -0.080, -0.185, -0.112, -0.185, -0.083, 0.193, 0.189, 0.146, 0.142, 0.113, 0.110, 0.113, 0.124, 0.132, 0.145, 0.143, 0.620, -0.733, 0.144, -0.217, 0.888, -0.212, -0.809, 0.078, 0.055, 0.055, 0.079, 0.057, 0.030]
}

{
  "formula": "CH9N6",
  "method": "the ωB97M-V functional and the def2-TZVPD basis",
  "total_charge": 1,
  "total_energy_ha": -371.67935,
  "de_lowest_kcal_mol": 57.21,
  "homo_lumo_gap_ev": 9.7,
  "symbols": ["C", "N", "N", "N", "N", "N", "N", "H", "H", "H", "H", "H", "H", "H", "H", "H"],
  "coordinates": [[0.770, -1.015, -0.070], [-1.073, 1.331, -0.003], [-1.315, 1.528, 1.171], [0.995, -1.224, 1.267], [-2.257, 2.453, 1.485], [1.351, -1.703, -1.044], [1.553, -1.145, -2.281], [0.345, -0.112, -0.355], [0.840, -0.488, 1.916], [1.477, -1.996, 1.653], [-2.819, 3.058, 0.735], [-2.538, 2.376, 2.435], [1.933, -2.483, -0.813], [-1.917, 1.707, -0.590], [1.904, -1.712, -3.018], [0.753, -0.575, -2.487]],
  "nbo_charge": [0.347, -0.458, 0.051, -0.739, -0.638, -0.320, -0.627, 0.252, 0.436, 0.414, 0.386, 0.402, 0.415, 0.287, 0.407, 0.384]
}